(1)
The following is a quantum chemistry calculation of a 2-piece molecular cluster, C5H15NO2 overall, from the OMol25 dataset.

Each line ends with the Mulliken charge.
Geometry (Å):
C  -2.904  -0.791  1.764  -1.249
C  -2.323  -0.715  0.311  -0.286
C  -0.815  -0.847  0.360  -0.520
C  -0.311  -0.507  -1.112  -0.712
N  0.418  0.771  -0.876  -0.386
C  1.339  1.086  -1.944  -0.109
O  0.659  1.922  -2.839  -0.592
H  -3.868  -0.288  1.687  0.351
H  -2.311  -0.382  2.559  0.375
H  -3.199  -1.843  2.030  0.292
H  -3.003  -1.389  -0.230  0.271
H  -2.492  0.327  -0.012  0.225
H  -0.418  -1.793  0.868  0.340
H  -0.358  0.078  0.924  0.339
H  0.468  -1.274  -1.516  0.374
H  -1.009  -0.511  -1.984  0.327
H  -0.247  1.593  -0.734  0.211
H  2.120  1.785  -1.524  0.249
H  1.585  0.253  -2.715  0.200
H  -0.241  2.403  -2.722  0.301
O  5.463  0.334  2.484  -0.593
H  5.350  -0.394  2.040  0.275
H  6.095  0.183  3.180  0.318

Computed properties:
total charge	0
SMILES	CCCCNCO.O
ΔE to the lowest compared entry with this formula, charge and spin	3.661	eV

(2)
The following is a quantum chemistry calculation of a 14-piece molecular cluster, C5H40N2O13S overall, from the OMol25 dataset.

Each line ends with the Mulliken charge.
Geometry (Å):
N  -0.204  -1.604  -0.956  -0.195
C  -0.665  -0.797  0.180  0.831
C  -2.189  -0.697  0.321  0.576
S  -2.986  -2.263  -0.201  -0.349
C  0.050  0.516  0.020  0.064
N  -0.195  1.447  1.179  0.327
C  0.711  1.280  2.344  -1.311
C  0.046  2.828  0.688  -1.515
H  -0.363  -2.619  -0.899  0.398
H  -0.463  -1.306  -1.891  0.107
H  -0.331  -1.377  1.060  -0.499
H  -2.707  0.139  -0.146  -0.750
H  -2.396  -0.542  1.404  0.241
H  -4.177  -2.299  0.384  0.173
H  1.138  0.417  -0.186  -0.003
H  -0.382  1.021  -0.857  0.038
H  0.404  1.928  3.159  0.316
H  0.718  0.204  2.600  0.366
H  1.704  1.630  2.100  0.458
H  -0.492  3.007  -0.237  0.438
H  -0.453  3.388  1.508  0.480
H  1.099  3.087  0.553  0.261
H  0.987  -4.377  0.736  0.410
H  1.298  -3.792  -0.616  0.298
O  1.005  -4.619  -0.210  -0.707
H  5.020  1.050  1.157  0.308
H  3.677  1.151  0.547  0.318
O  4.095  0.828  1.369  -0.610
H  4.318  -1.870  0.082  0.292
H  3.148  -1.509  0.895  0.310
O  3.755  -2.252  0.767  -0.642
H  2.934  1.061  -1.891  0.349
H  2.093  2.391  -1.107  0.156
O  2.502  1.533  -1.146  -0.594
H  3.059  -0.446  -3.357  0.371
H  2.458  0.793  -3.994  0.336
O  3.228  0.508  -3.485  -0.745
H  -2.370  2.257  0.771  0.376
H  -3.553  2.253  -0.237  0.253
O  -2.859  2.820  0.150  -0.817
H  -2.134  3.282  -1.378  0.427
H  -1.690  4.060  -2.611  0.270
O  -1.843  3.154  -2.319  -0.582
H  -1.553  1.201  -2.808  0.198
H  -1.475  0.986  -4.253  0.291
O  -1.023  0.704  -3.449  -0.595
H  -1.428  0.515  2.745  0.565
H  -1.715  0.218  4.238  0.323
O  -2.089  0.142  3.351  -0.805
H  -4.292  0.349  -1.970  0.292
H  -3.997  1.677  -2.736  0.278
O  -3.974  1.260  -1.870  -0.610
H  0.195  -3.165  2.889  0.305
H  1.653  -3.104  2.409  0.280
O  0.742  -3.113  2.087  -0.619
H  3.111  -2.434  -1.707  0.291
H  1.843  -1.610  -1.493  0.340
O  2.360  -2.069  -2.187  -0.708
H  -1.844  -3.050  2.317  0.310
H  -1.892  -1.618  3.085  0.382
O  -1.616  -2.551  3.106  -0.750

Computed properties:
total charge	0
ΔE to the lowest compared entry with this formula, charge and spin	3.348	eV

Number 1: E -404.62054 a.u., LUMO level 0.92 eV. Number 2: E -1700.29620 a.u., LUMO level 0.08 eV.